(1)
DFT (ωB97M-V/def2-TZVPD) results for 3 unconnected molecules or ions with the total composition CH9N5 at a distorted geometry.

XYZ file:
```
15
Properties=species:S:1:pos:R:3:forces:R:3
C 9.7787 -1.2284 0.0006 0.269 -0.046 -2.345
N 10.0949 0.0077 -0.0009 2.448 -0.383 0.704
N -11.5885 -0.5472 0.7729 -1.050 -0.649 2.056
N -10.8685 0.6023 -0.9352 -0.178 -1.683 -4.543
N 9.3600 1.0282 0.4029 -0.677 -0.304 -1.508
N -11.0167 0.3986 0.2725 1.381 2.582 3.371
H 8.7405 -1.4412 0.2577 0.422 -0.587 0.087
H 10.4823 -1.8199 -0.6547 -1.035 -0.012 1.436
H 11.0902 0.2556 -0.2104 -1.147 -0.108 -0.210
H -11.9778 -1.1458 -0.0124 -0.004 -0.577 0.091
H -11.6131 -1.0074 -1.1757 1.489 3.138 -0.188
H -10.1128 1.2003 -1.3468 -0.838 -0.542 0.694
H 9.8190 1.7027 0.9110 1.373 1.837 1.260
H 8.4780 0.7787 0.7374 -1.620 -0.399 0.578
H -10.6662 1.2158 0.9811 -0.832 -2.267 -1.481
```
Positions in Å, forces in eV/Å.

Values from the calculation:
**Highest occupied orbital energy**: -0.6161 Eh
**Charge**: +2
**Relative energy (zero: lowest compared OMol25 entry of this formula, charge and spin)**: 777.4 kJ/mol
**Orbital gap**: 8.2 eV

(2)
DFT (ωB97M-V/def2-TZVPD) results for 3 unconnected molecules or ions with the total composition CH9NO2 at a distorted geometry.

XYZ file:
```
13
Properties=species:S:1:pos:R:3:forces:R:3
C 1.4131 -0.4713 1.0557 0.733 -1.136 -1.483
N 1.2596 -1.0541 2.3764 -0.354 1.007 2.092
H 2.2342 0.2497 0.8486 -0.308 -0.427 0.685
H 0.5299 -0.0223 0.6095 -0.336 -0.009 0.426
H 1.6143 -1.3932 0.4717 0.115 0.907 -0.526
H 1.9811 -0.7668 3.0363 0.497 -0.239 -0.582
H 0.4714 -0.6749 2.9005 -0.355 -0.094 -0.619
O -1.7938 -0.7668 -1.9925 -0.116 -0.494 -0.686
H -2.4104 -1.0623 -1.3010 0.857 0.850 -0.088
H -1.2051 -0.0326 -1.7633 -0.830 -0.462 0.909
O -0.6031 1.9100 -1.1298 0.147 -1.254 0.276
H -0.7183 2.8033 -0.8323 -0.064 0.651 -0.266
H -0.4960 1.8586 -2.0804 0.012 0.702 -0.140
```
Positions in Å, forces in eV/Å.

Values from the calculation:
**Highest occupied orbital energy**: -0.3380 Eh
**Charge**: 0
**Relative energy (zero: lowest compared OMol25 entry of this formula, charge and spin)**: 57.9 kJ/mol
**SMILES**: CN.O.O
**Orbital gap**: 9.8 eV

(3)
DFT (ωB97M-V/def2-TZVPD) results for 4 unconnected molecules or ions with the total composition CH9NO3 at a distorted geometry.

XYZ file:
```
14
Properties=species:S:1:pos:R:3:forces:R:3
C -0.0668 2.0176 0.0992 0.053 1.541 -0.190
N -0.7838 1.4241 -0.7646 -1.715 0.881 0.693
H 0.0242 1.7741 1.1635 0.388 -1.319 -0.544
H 0.4594 2.9850 -0.0833 -0.659 -0.239 -0.207
H -1.1909 2.0882 -1.4765 1.764 -0.957 0.147
O 1.4911 -0.0893 2.4033 1.546 -0.737 1.380
H 1.4396 -0.9011 2.9441 -0.898 0.141 -0.563
H 2.4099 0.1015 2.7024 -0.663 0.630 -0.800
O -1.8715 -1.5551 -0.5085 -0.569 0.223 0.075
H -2.6065 -1.4655 0.1169 0.353 -0.312 -0.049
H -1.8888 -0.6850 -0.9317 0.436 0.175 0.005
O 1.1094 -1.1841 -1.4670 -2.092 -0.746 1.088
H 0.2475 -1.4487 -0.9939 1.750 0.866 -0.682
H 1.1604 -1.8955 -2.1058 0.305 -0.148 -0.355
```
Positions in Å, forces in eV/Å.

Values from the calculation:
**Highest occupied orbital energy**: -0.3532 Eh
**Charge**: 0
**Relative energy (zero: lowest compared OMol25 entry of this formula, charge and spin)**: 146.6 kJ/mol
**SMILES**: C=N.O.O.O
**Orbital gap**: 10.4 eV

(4)
DFT (ωB97M-V/def2-TZVPD) results for 4 unconnected molecules or ions with the total composition CH9NO4.

XYZ file:
```
15
Properties=species:S:1:pos:R:3:forces:R:3
N 0.8843 1.5253 -0.4361 -0.765 0.163 -0.225
C 0.0467 2.4989 0.0049 0.595 -0.005 0.409
O -0.9616 2.2594 0.6401 -0.222 0.007 0.173
H 1.4775 1.7028 -1.2288 0.188 0.215 0.079
H 0.4069 0.6355 -0.5112 0.337 -0.303 -0.078
H 0.3949 3.5351 -0.1265 -0.009 -0.050 -0.275
O -0.6506 -0.3861 1.7998 -0.357 0.093 0.490
H -1.3421 -0.5575 2.4582 0.329 -0.068 -0.270
H -0.7513 0.5655 1.6206 0.002 0.016 -0.325
O 0.5359 -1.0267 -1.8091 -0.057 0.334 0.314
H 0.0515 -1.7564 -1.3804 0.271 -0.087 -0.371
H 0.6390 -1.1784 -2.7490 -0.203 -0.334 0.020
O -0.0438 -2.7530 0.2543 -0.028 0.171 0.135
H -0.7549 -3.1661 0.7550 0.006 -0.051 -0.145
H 0.0677 -1.8984 0.7081 -0.086 -0.103 0.068
```
Positions in Å, forces in eV/Å.

Values from the calculation:
**Highest occupied orbital energy**: -0.3781 Eh
**Charge**: 0
**Relative energy (zero: lowest compared OMol25 entry of this formula, charge and spin)**: 33.3 kJ/mol
**SMILES**: NC=O.O.O.O
**Orbital gap**: 11.1 eV

(5)
DFT (ωB97M-V/def2-TZVPD) results for 4 unconnected molecules or ions with the total composition CH9NO5.

XYZ file:
```
16
Properties=species:S:1:pos:R:3:forces:R:3
N 0.4008 1.6324 -1.0810 -0.717 0.107 -0.067
C 1.1488 0.7055 -0.4594 0.845 0.456 0.131
O 2.3074 0.8561 -0.1386 -0.197 -0.093 0.029
O 0.4692 -0.4428 -0.2013 -0.011 -0.208 -0.613
H -0.4630 1.3797 -1.5263 -0.099 -0.246 0.095
H 0.7314 2.5718 -1.1772 0.332 -0.025 0.023
H 1.1384 -1.1344 -0.2967 -0.004 -0.093 0.447
O 0.6143 -0.3699 2.8984 -0.151 0.218 -0.514
H 1.0495 0.3542 2.4297 0.252 -0.080 0.252
H -0.0712 -0.6067 2.2571 -0.128 -0.123 0.335
O -2.1216 -1.5095 1.1534 -0.042 0.244 -0.191
H -1.2981 -1.8465 0.7853 -0.046 -0.030 -0.082
H -2.4061 -0.8595 0.4939 0.150 -0.237 0.275
O -1.7032 -0.3753 -2.1815 -0.411 0.320 -0.378
H -2.5702 -0.0417 -1.9160 0.047 -0.101 0.060
H -1.7911 -0.4228 -3.1451 0.180 -0.108 0.196
```
Positions in Å, forces in eV/Å.

Values from the calculation:
**Highest occupied orbital energy**: -0.3894 Eh
**Charge**: 0
**Relative energy (zero: lowest compared OMol25 entry of this formula, charge and spin)**: 56.8 kJ/mol
**SMILES**: NC(=O)O.O.O.O
**Orbital gap**: 10.5 eV

(6)
DFT (ωB97M-V/def2-TZVPD) results for a molecular structure, CHAgCl3F5V2 at a distorted geometry.

XYZ file:
```
13
Properties=species:S:1:pos:R:3:forces:R:3
Ag -0.9268 -0.7032 2.8018 1.691 0.522 -0.347
V 0.6636 1.5391 0.8597 -0.628 -2.264 1.088
V 1.6701 -1.4170 1.3053 -1.740 1.567 0.781
F 2.3381 0.4104 0.4987 -0.831 0.132 0.382
F 1.2117 -0.1114 2.9446 -0.220 -0.794 -0.910
F 0.1994 -2.5027 2.3939 -0.115 0.683 -0.152
F -0.8402 1.4867 2.4145 0.602 -0.435 -0.824
F -0.2315 -0.4329 0.6117 1.289 0.593 -0.072
C -0.8121 0.4408 -2.6969 -0.976 -0.944 0.353
Cl 0.8291 -0.1704 -2.5545 0.392 0.231 -0.049
Cl -1.9486 -0.9392 -2.7597 0.148 0.076 -0.050
Cl -1.0752 1.4815 -4.0574 0.249 0.272 -0.065
H -1.0777 0.9184 -1.7619 0.139 0.361 -0.134
```
Positions in Å, forces in eV/Å.

Values from the calculation:
**Highest occupied orbital energy (alpha / beta)**: -0.5083 / -0.5087 Eh
**Spin multiplicity**: 8
**Charge**: +1
**⟨S²⟩**: 15.76
**Relative energy (zero: lowest compared OMol25 entry of this formula, charge and spin)**: 0.0 kJ/mol
**Orbital gap (alpha / beta)**: 8.9 / 5.1 eV

Q: What is the charge in the sixth record?
A: +1